No. 1
C23H32Cl5NO14 as an isolated structure at a distorted geometry. Source: OMol25; level of theory: ωB97M-V/def2-TZVPD.

ORCA input file:
```
! RIJCOSX wB97M-V def2-TZVPD def2/J DEFGRID3
* xyz 0 1
C 0.970 3.904 -0.024
C -0.248 3.474 0.891
C -1.515 3.269 0.112
C -2.699 2.699 0.866
C -2.264 1.337 1.414
C -1.017 1.228 2.301
N 0.084 2.115 1.682
O 1.327 1.960 2.162
C -0.554 -0.218 2.227
C -1.372 1.791 3.690
C -0.407 4.553 1.892
H 1.863 4.307 0.452
H 0.737 4.670 -0.764
H 1.349 3.076 -0.623
H -1.296 2.624 -0.739
H -1.824 4.086 -0.540
H -3.518 2.485 0.180
H -3.134 3.292 1.671
H -2.159 0.726 0.517
H -3.103 0.803 1.861
H 0.398 -0.345 2.743
H -0.480 -0.532 1.185
H -1.215 -0.909 2.748
H -0.623 1.574 4.451
H -2.208 1.207 4.075
H -1.696 2.831 3.685
H -1.143 4.428 2.687
H -0.792 5.423 1.359
H 0.523 4.769 2.416
Cl 0.840 0.504 -1.235
O 1.662 1.119 -2.204
O 1.351 0.746 0.073
O -0.447 1.170 -1.286
O 0.493 -0.852 -1.453
C -2.387 -4.143 -2.106
C -2.350 -5.128 -3.008
C -1.167 -5.275 -3.989
O -1.067 -6.073 -4.938
C -0.122 -4.281 -3.707
C -0.138 -3.332 -2.724
C -1.367 -3.141 -1.813
O -1.508 -2.205 -1.021
O 0.810 -2.477 -2.509
O -3.356 -6.050 -3.144
H -3.210 -4.069 -1.410
H 0.693 -4.340 -4.414
H 0.902 -2.099 -1.631
H -3.075 -6.550 -3.914
C 2.323 -0.891 4.038
C 2.405 -2.186 4.507
C 2.182 -3.308 3.609
O 2.258 -4.475 3.957
C 1.651 -2.922 2.306
C 1.562 -1.642 1.808
C 1.963 -0.470 2.685
O 1.985 0.756 2.466
O 1.286 -1.333 0.512
O 2.584 -2.463 5.828
H 2.541 -0.116 4.758
H 1.358 -3.843 1.824
H 1.192 -0.377 0.523
H 2.685 -1.568 6.159
O 3.722 0.392 -0.712
H 3.298 1.249 -0.765
H 3.083 -0.215 -1.086
C -0.094 2.780 -3.622
Cl -1.183 3.011 -5.091
Cl -0.460 4.019 -2.405
H -0.217 1.849 -3.068
H 0.958 2.883 -3.886
C 0.564 -1.106 -4.405
Cl 0.475 0.569 -5.020
Cl -0.322 -2.340 -5.336
H 1.609 -1.389 -4.279
H 0.054 -1.016 -3.446
*
```

Results
E_LUMO: -3.2 eV
frontier orbital gap: 5.18 eV
relative energy (zero: lowest compared OMol25 entry of this formula, charge and spin): 303.5 kcal per mole
E: -4303.73766 a.u.
highest occupied orbital energy: -8.39 eV



No. 2
A 2-piece molecular cluster, C4H12O3 overall at a distorted geometry. Source: OMol25; level of theory: ωB97M-V/def2-TZVPD.

ORCA input file:
```
! RIJCOSX wB97M-V def2-TZVPD def2/J DEFGRID3
* xyz 0 1
O 0.877 -1.712 1.855
C -0.128 -0.969 1.209
C 0.074 -1.120 -0.293
C -1.170 -0.685 -1.099
C -0.959 0.701 -1.670
O 0.097 0.801 -2.612
H 0.856 -1.655 2.812
H -0.165 0.083 1.512
H -1.113 -1.398 1.462
H 0.969 -0.575 -0.573
H 0.386 -2.168 -0.416
H -1.341 -1.388 -1.913
H -1.987 -0.625 -0.384
H -1.877 1.136 -2.090
H -0.766 1.394 -0.829
H 0.445 -0.082 -2.763
O 1.024 2.405 2.088
H 1.576 2.928 1.497
H 0.364 3.035 2.412
*
```

Results
E_LUMO: 0.7 eV
SMILES: OCCCCO.O
frontier orbital gap: 10.66 eV
relative energy (zero: lowest compared OMol25 entry of this formula, charge and spin): 18.8 kcal per mole
E: -385.29184 a.u.
highest occupied orbital energy: -9.98 eV



No. 3
A 2-piece molecular cluster, C2H3ClFN overall at a distorted geometry. Source: OMol25; level of theory: ωB97M-V/def2-TZVPD.

ORCA input file:
```
! RIJCOSX wB97M-V def2-TZVPD def2/J DEFGRID3
* xyz 0 1
C 0.030 -1.008 0.023
C -1.480 0.897 0.040
N -0.939 -0.198 -0.016
F -2.789 1.056 -0.041
Cl 2.802 1.180 0.012
H 0.481 -1.358 -0.889
H 0.326 -1.442 0.963
H 1.568 0.873 -0.092
*
```

Results
E_LUMO (alpha / beta): -0.3 / -0.3 eV
frontier orbital gap (alpha / beta): 8.72 / 8.72 eV
relative energy (zero: lowest compared OMol25 entry of this formula, charge and spin): 47.9 kcal per mole
E: -692.71130 a.u.
highest occupied orbital energy (alpha / beta): -9.04 / -9.04 eV



No. 4
C11H24CsN4NbO3 as an isolated structure at a distorted geometry. Source: OMol25; level of theory: ωB97M-V/def2-TZVPD.

ORCA input file:
```
! RIJCOSX wB97M-V def2-TZVPD def2/J DEFGRID3
* xyz 2 1
N 2.143 -0.436 0.265
C 2.966 -1.459 0.900
O 4.096 -1.267 1.380
Cs 4.023 -0.642 -1.578
Nb 0.311 0.014 0.536
N -0.843 -1.636 -0.164
N -0.184 1.789 -0.395
C -0.386 -3.029 -0.319
C 0.243 3.180 0.082
C 0.810 -3.037 -1.316
C -1.474 -3.992 -0.856
C 0.030 -3.562 1.075
C 0.184 4.221 -1.032
C -0.601 3.705 1.251
C 1.711 3.047 0.542
H 0.455 -2.622 -2.282
H 1.107 -4.080 -1.433
H 1.642 -2.437 -0.916
H -2.342 -4.067 -0.173
H -0.995 -4.991 -0.942
H -1.823 -3.688 -1.874
H 0.865 -2.963 1.498
H 0.326 -4.619 0.960
H -0.833 -3.440 1.766
H 0.699 3.828 -1.920
H 0.700 5.081 -0.668
H -0.814 4.483 -1.274
H -1.616 3.955 0.931
H -0.141 4.636 1.582
H -0.645 3.016 2.118
H 1.822 2.345 1.380
H 2.037 4.046 0.860
H 2.289 2.632 -0.295
C -1.354 1.822 -1.273
H -1.427 0.879 -1.849
H -2.305 2.078 -0.722
H -1.158 2.627 -2.036
C -2.245 -1.372 -0.540
H -2.933 -2.159 -0.147
H -2.589 -0.403 -0.130
H -2.356 -1.314 -1.656
O 0.627 -0.584 3.741
N 0.444 -0.361 2.589
O -0.469 0.779 2.332
*
```

Results
E_LUMO (alpha / beta): -10.0 / -10.1 eV
frontier orbital gap (alpha / beta): 5.63 / 5.40 eV
relative energy (zero: lowest compared OMol25 entry of this formula, charge and spin): 100.2 kcal per mole
E: -954.64012 a.u.
highest occupied orbital energy (alpha / beta): -15.65 / -15.48 eV



No. 5
C29H45N3O9P2S as an isolated structure at a distorted geometry. Source: OMol25; level of theory: ωB97M-V/def2-TZVPD.

ORCA input file:
```
! RIJCOSX wB97M-V def2-TZVPD def2/J DEFGRID3
* xyz 0 1
C 4.487 -0.558 2.357
P 3.762 0.245 0.813
C 3.288 -1.142 -0.373
C 2.197 1.119 1.376
C 0.875 0.843 0.849
C -0.412 1.502 1.309
C -1.737 1.031 0.640
C -2.584 -0.005 1.505
C -1.743 -0.850 2.536
C -0.911 -2.028 1.871
N -0.401 -2.953 2.938
C -0.380 2.505 2.360
P -1.885 3.358 3.063
C -3.089 3.872 1.732
O -1.307 4.826 3.704
C 0.992 2.825 2.926
N 1.322 3.699 3.931
S 2.942 3.693 4.228
N 3.442 2.551 3.121
C 2.296 2.162 2.468
H 4.777 0.215 3.121
H 3.694 -1.216 2.825
H 5.411 -1.147 2.103
H 2.209 -1.419 -0.184
H 3.906 -2.050 -0.107
H 3.476 -0.795 -1.430
H 0.798 0.071 0.043
H -1.436 0.477 -0.299
H -2.409 1.857 0.297
H -3.017 -0.741 0.765
H -3.459 0.487 2.016
H -2.497 -1.372 3.205
H -1.117 -0.227 3.239
H -0.054 -1.662 1.251
H -1.560 -2.666 1.209
H -0.922 -2.824 3.806
H 0.576 -2.712 3.122
H -3.817 4.577 2.226
H -3.689 2.959 1.468
H -2.638 4.390 0.847
H -0.975 4.678 4.606
O 5.594 -0.976 -3.906
C 4.895 -0.065 -4.258
O 3.641 0.148 -3.782
C 3.042 1.248 -4.486
C 4.204 2.044 -5.042
C 5.240 0.966 -5.303
H 2.398 0.848 -5.272
H 2.436 1.836 -3.797
H 3.942 2.627 -5.925
H 4.577 2.736 -4.282
H 5.125 0.521 -6.294
H 6.253 1.339 -5.166
O 2.809 -3.630 -7.010
C 3.836 -4.152 -6.674
O 4.488 -5.084 -7.420
C 5.616 -5.582 -6.686
C 5.935 -4.506 -5.668
C 4.565 -3.921 -5.374
H 5.335 -6.529 -6.216
H 6.447 -5.760 -7.369
H 6.449 -4.887 -4.786
H 6.570 -3.742 -6.123
H 4.053 -4.465 -4.577
H 4.624 -2.861 -5.140
O -4.894 3.751 4.072
C -4.876 3.543 5.253
O -5.333 4.423 6.182
C -5.065 3.915 7.497
C -4.910 2.419 7.321
C -4.315 2.316 5.928
H -4.154 4.387 7.874
H -5.892 4.166 8.161
H -4.298 1.955 8.096
H -5.893 1.939 7.337
H -3.226 2.386 5.942
H -4.634 1.409 5.418
O -3.638 0.200 -1.987
C -4.296 -0.801 -1.998
O -4.114 -1.836 -1.134
C -4.988 -2.918 -1.488
C -6.108 -2.280 -2.285
C -5.399 -1.128 -2.975
H -4.422 -3.645 -2.075
H -5.354 -3.403 -0.583
H -6.595 -2.972 -2.971
H -6.869 -1.888 -1.605
H -4.953 -1.433 -3.924
H -6.060 -0.275 -3.119
*
```

Results
E_LUMO: -0.5 eV
frontier orbital gap: 6.58 eV
E: -3054.32764 a.u.
highest occupied orbital energy: -7.10 eV



No. 6
One molecule with the formula C17H19N3O3S at a distorted geometry. Source: OMol25; level of theory: ωB97M-V/def2-TZVPD.

ORCA input file:
```
! RIJCOSX wB97M-V def2-TZVPD def2/J DEFGRID3
* xyz 0 1
C 5.632 3.720 -0.946
O 5.573 3.994 0.432
C 4.464 3.621 1.128
C 4.482 3.903 2.495
C 3.412 3.551 3.292
C 2.308 2.921 2.746
C 2.271 2.650 1.382
C 1.095 1.986 0.812
C 0.692 2.161 -0.527
C -0.416 1.479 -0.959
C -1.056 0.658 -0.019
S -2.472 -0.254 -0.506
C -2.741 -1.330 0.945
C -2.366 -2.768 0.628
O -1.379 -3.276 1.122
N -3.189 -3.452 -0.200
C -4.305 -2.941 -0.962
C -3.965 -3.019 -2.458
O -3.637 -4.333 -2.840
C -2.537 -4.819 -2.100
C -2.834 -4.801 -0.598
N -0.649 0.569 1.234
N 0.396 1.216 1.636
C 3.354 2.997 0.574
H 6.600 4.091 -1.279
H 5.569 2.646 -1.147
H 4.840 4.241 -1.494
H 5.352 4.392 2.904
H 3.440 3.767 4.349
H 1.468 2.635 3.356
H 1.223 2.832 -1.186
H -0.800 1.563 -1.965
H -2.067 -0.952 1.717
H -3.780 -1.228 1.253
H -4.538 -1.912 -0.698
H -5.179 -3.573 -0.760
H -4.826 -2.730 -3.062
H -3.125 -2.339 -2.669
H -2.360 -5.837 -2.448
H -1.648 -4.203 -2.301
H -1.959 -5.108 -0.025
H -3.676 -5.467 -0.380
H 3.333 2.749 -0.475
*
```

Results
E_LUMO: 0.3 eV
SMILES: COc1cccc(-c2ccc(SCC(=O)N3CCOCC3)nn2)c1
frontier orbital gap: 8.60 eV
relative energy (zero: lowest compared OMol25 entry of this formula, charge and spin): 61.8 kcal per mole
E: -1447.33927 a.u.
highest occupied orbital energy: -8.29 eV